17
Properties=species:S:1:pos:R:3:nbo_charge:R:1 method="wB97M-V/def2-TZVPD" gap_ev=8.475 multiplicity=1 smiles="[H]/N=C/N/C(C)=N/SC" fmax_ha_per_bohr=0.083
H -4.61 -0.09 -0.28 0.34
N -3.80 -0.80 -0.08 -0.66
C -2.82 -0.04 0.02 0.27
N -1.52 -0.56 0.01 -0.60
C -0.40 0.20 0.01 0.43
C -0.41 1.68 -0.04 -0.73
N 0.68 -0.46 0.26 -0.65
S 2.15 0.38 -0.04 0.37
C 3.21 -0.98 -0.05 -0.80
H -2.83 1.00 0.29 0.16
H -1.39 -1.62 -0.10 0.43
H -1.27 2.38 -0.15 0.24
H 0.28 1.98 -0.79 0.25
H 0.08 1.85 0.98 0.25
H 3.07 -1.63 0.83 0.23
H 4.26 -0.68 -0.25 0.24
H 2.93 -1.69 -0.93 0.22